{"formula": "C23H42Cl2FeN3O7P3", "method": "wB97M-V/def2-TZVPD", "total_energy_ha": -4800.8169, "s_squared": 8.76, "charge": 1, "e_lumo_ev": [-2.47, -4.45], "spin_multiplicity": 6, "gap_ha": [0.3298, 0.2567], "species": ["Fe", "O", "P", "O", "O", "O", "P", "O", "O", "O", "H", "H", "C", "C", "C", "C", "C", "C", "P", "C", "C", "C", "C", "C", "C", "C", "C", "C", "C", "C", "C", "H", "H", "H", "H", "H", "H", "H", "H", "H", "H", "H", "H", "H", "H", "H", "H", "H", "H", "H", "H", "H", "H", "H", "H", "H", "H", "H", "H", "H", "H", "H", "H", "H", "N", "C", "C", "N", "C", "C", "N", "H", "H", "H", "H", "H", "Cl", "C", "Cl", "H", "H"], "positions_angstrom": [[-0.8491, 1.4983, 0.1641], [-3.5413, -0.0585, 2.8049], [-2.3063, 0.2902, 1.9023], [-1.7111, 1.6289, 2.2676], [-2.6052, 0.2191, 0.4276], [-1.2347, -0.8602, 2.2759], [0.3625, -0.5505, 2.2499], [0.5239, 0.6149, 3.3304], [1.1742, -1.7179, 2.5525], [0.5795, 0.1010, 0.8448], [-3.9789, -0.8930, 2.5825], [-0.2863, 1.1744, 3.3149], [6.4158, 0.4391, 1.7651], [5.5147, -0.6866, 2.3013], [4.0836, -0.5755, 1.7486], [4.1488, 0.0324, 0.3440], [4.5212, 1.5182, 0.4721], [5.6000, 1.7143, 1.5605], [2.6081, -0.2207, -0.6409], [2.4759, -1.9544, -1.2757], [1.8093, -2.9073, -0.2691], [2.0548, -4.3557, -0.6827], [3.5522, -4.7114, -0.5992], [4.4363, -3.4648, -0.7363], [3.8354, -2.5130, -1.7658], [2.6614, 0.7995, -2.1944], [4.0148, 0.7470, -2.9393], [4.2088, 2.0079, -3.7949], [2.8791, 2.4402, -4.4069], [1.9040, 2.9147, -3.3128], [2.2040, 2.2437, -1.9638], [6.8723, 0.1468, 0.8153], [7.2308, 0.6242, 2.4644], [5.4744, -0.6390, 3.3902], [5.9466, -1.6550, 2.0407], [3.4774, 0.0738, 2.3859], [3.5912, -1.5460, 1.7639], [4.9211, -0.5026, -0.2213], [3.6348, 2.1005, 0.7395], [4.8902, 1.8996, -0.4817], [5.1306, 1.9851, 2.5088], [6.2536, 2.5388, 1.2759], [1.8066, -1.8456, -2.1360], [0.7390, -2.6987, -0.2241], [2.1829, -2.7456, 0.7397], [1.6907, -4.4976, -1.7045], [1.4776, -5.0166, -0.0372], [3.7986, -5.4190, -1.3928], [3.7713, -5.2029, 0.3495], [5.4428, -3.7539, -1.0406], [4.5190, -2.9572, 0.2283], [3.6607, -3.0655, -2.6925], [4.5353, -1.7123, -2.0071], [1.9046, 0.3302, -2.8278], [4.0213, -0.1294, -3.5893], [4.8579, 0.6498, -2.2534], [4.9372, 1.7993, -4.5785], [4.6080, 2.8243, -3.1876], [2.4551, 1.5981, -4.9608], [3.0455, 3.2440, -5.1236], [0.8781, 2.6959, -3.6170], [1.9826, 3.9962, -3.1930], [1.3102, 2.2551, -1.3335], [2.9752, 2.8056, -1.4363], [1.5321, 3.5185, 4.0245], [0.8386, 3.9361, 2.9423], [0.8442, 3.2017, 1.7354], [0.0672, 3.5474, 0.7186], [-0.6388, 4.6798, 0.8173], [-0.5394, 5.4609, 1.9579], [0.1637, 5.0822, 3.0108], [1.7784, 2.5430, 4.0777], [1.3567, 4.0010, 4.8905], [1.4574, 2.3173, 1.6282], [-1.2609, 4.9560, -0.0227], [-1.0433, 6.4168, 2.0279], [-2.0199, 2.3117, -1.9537], [-2.2120, 0.6364, -2.5143], [-0.8103, -0.2836, -1.9484], [-2.2516, 0.6207, -3.5966], [-3.0958, 0.2248, -2.0403]], "nbo_charge": [1.50, -0.97, 2.53, -1.18, -1.19, -1.08, 2.57, -1.03, -1.09, -1.24, 0.53, 0.53, -0.40, -0.40, -0.41, -0.60, -0.40, -0.40, 1.55, -0.57, -0.42, -0.39, -0.41, -0.40, -0.41, -0.58, -0.40, -0.40, -0.41, -0.40, -0.40, 0.19, 0.23, 0.22, 0.21, 0.21, 0.24, 0.25, 0.20, 0.21, 0.20, 0.22, 0.23, 0.22, 0.24, 0.19, 0.23, 0.21, 0.22, 0.22, 0.19, 0.22, 0.21, 0.24, 0.22, 0.21, 0.23, 0.20, 0.20, 0.23, 0.20, 0.22, 0.18, 0.22, -0.78, 0.37, -0.05, -0.52, -0.07, 0.05, -0.41, 0.41, 0.42, 0.21, 0.21, 0.22, 0.01, -0.38, 0.02, 0.25, 0.27]}